Record 1
Here is a structure of composition C4H6O2 from the OMol25 dataset. Energies are from the ωB97M-V functional and the def2-TZVPD basis.

Geometry (Å):
C -1.2111 0.5538 -0.8872
C 0.1828 0.8633 -0.2418
O 0.0009 0.7201 1.1704
C 0.6084 -0.4844 1.2756
O -0.0617 -1.3522 0.3996
C -0.1953 -0.5211 -0.7383
H -1.4607 0.8884 -1.8896
H -2.0657 0.5582 -0.2010
H 1.4217 0.7340 -0.2252
H 1.7961 -0.1661 0.6704
H 0.6810 -0.8830 2.2910
H 0.3035 -0.9111 -1.6240

* E_HOMO: -9.28 eV
* 2S+1: 1
* LUMO energy: 1.12 eV
* energy above the lowest of the compared OMol25 structures with the same formula, charge and spin: 122.5 kcal per mole

Record 2
Here is a structure of composition C27H50AlBrN6OPS from the OMol25 dataset. Energies are from the ωB97M-V functional and the def2-TZVPD basis.

Geometry (Å):
C -3.5657 1.9137 -0.8204
C -4.7761 1.2814 0.0274
P -4.4605 -0.4475 0.7392
C -4.3246 -1.6073 -0.7812
Al -2.4129 -0.6273 1.8352
Br -0.8052 1.0681 1.2808
C -2.6943 -0.7533 3.8546
C -2.3218 0.6387 4.6224
C -3.5229 0.8732 5.6876
O -1.0285 0.4936 5.2557
N -1.6608 -2.3541 1.2806
C -0.7505 -2.2009 0.4006
S 0.7386 -2.1630 -0.4006
H -2.9172 1.1351 -1.3385
H -4.0298 2.5593 -1.6564
H -2.9778 2.6395 -0.1549
H -5.1771 1.9712 0.8565
H -5.6594 1.1660 -0.7137
H -5.3347 -2.1643 -0.8289
H -3.4349 -2.3258 -0.7148
H -4.2215 -1.0201 -1.7573
H -3.7673 -1.0962 4.0621
H -2.0074 -1.5902 4.2359
H -2.2283 1.5119 3.8769
H -3.8311 -0.1556 6.0920
H -4.4421 1.2631 5.1131
H -3.1667 1.5809 6.5069
H -0.4177 -0.0253 4.6945
C 0.9082 -5.1518 2.2196
C 1.0478 -6.2465 1.1681
C 0.9511 -7.6559 1.7583
C 2.0490 -7.8688 2.7600
N 2.9117 -8.0360 3.5467
H 1.7132 -5.1966 2.9582
H 0.9542 -4.1668 1.7492
H -0.0476 -5.2336 2.7461
H 2.0069 -6.1247 0.6545
H 0.2627 -6.1199 0.4170
H 1.0429 -8.4029 0.9656
H -0.0147 -7.8005 2.2503
C 6.3205 -7.2328 3.6593
C 7.5093 -7.3848 2.7160
C 7.8719 -6.0820 1.9995
C 6.7112 -5.6143 1.1697
N 5.8001 -5.2475 0.5175
H 5.4119 -6.9526 3.1215
H 6.1166 -8.1775 4.1682
H 6.5189 -6.4717 4.4203
H 7.2803 -8.1613 1.9791
H 8.3756 -7.7301 3.2884
H 8.7352 -6.2389 1.3477
H 8.1307 -5.3046 2.7234
C -3.9926 3.7035 -4.5007
C -5.3657 4.3601 -4.6041
C -5.3075 5.8841 -4.4755
C -4.7388 6.2620 -3.1390
N -4.2888 6.5578 -2.0903
H -3.5335 3.8808 -3.5249
H -4.0788 2.6215 -4.6263
H -3.3168 4.0832 -5.2730
H -6.0161 3.9470 -3.8262
H -5.8128 4.1003 -5.5683
H -6.3105 6.3085 -4.5691
H -4.6832 6.3124 -5.2643
C -0.7783 5.5258 -1.6767
C 0.4989 6.1629 -2.2137
C 0.3035 6.8305 -3.5769
C -0.1374 5.8123 -4.5887
N -0.4836 5.0119 -5.3832
H -1.1334 4.7230 -2.3282
H -0.5990 5.0880 -0.6918
H -1.5758 6.2684 -1.5793
H 1.2755 5.3950 -2.2851
H 0.8515 6.9109 -1.4976
H 1.2407 7.2825 -3.9117
H -0.4503 7.6202 -3.5131
C 4.2932 1.9727 -0.4664
C 3.1866 1.6818 -1.4743
C 3.5605 2.0888 -2.9014
C 3.8291 3.5647 -2.9584
N 4.0400 4.7242 -3.0034
H 4.5083 3.0426 -0.4014
H 3.9944 1.6409 0.5306
H 5.2168 1.4512 -0.7366
H 2.2779 2.2075 -1.1648
H 2.9612 0.6119 -1.4546
H 2.7436 1.8487 -3.5867
H 4.4517 1.5496 -3.2343

* E_HOMO: -4.53 eV
* 2S+1: 1
* LUMO energy: 2.21 eV
* charge: -1

Record 3
Here is a cluster of 2 separate species, C2H9NO3Si in total from the OMol25 dataset. Energies are from the ωB97M-V functional and the def2-TZVPD basis.

Geometry (Å):
C -0.3185 -1.0078 0.6203
C 1.9673 -0.2852 -0.0106
N 0.5878 -0.4573 -0.4434
O -2.6829 4.3308 -1.8882
O -0.8839 2.7084 -0.6416
O -2.1085 1.6452 -2.4664
Si -2.0106 3.0147 -1.6824
H -0.5655 -2.1515 0.4943
H -0.0283 -0.8191 1.6392
H -1.3486 -0.5445 0.4797
H 2.2716 -0.8585 0.9175
H 2.3980 -0.3919 -0.9700
H 2.1739 0.6734 0.3947
H 0.6119 -1.0669 -1.2851
H -0.2709 1.9783 -0.8498
H -2.7263 1.5844 -3.2002

* E_HOMO: -9.23 eV
* 2S+1: 1
* LUMO energy: 0.07 eV
* energy above the lowest of the compared OMol25 structures with the same formula, charge and spin: 45.7 kcal per mole
* SMILES: O=[Si](O)O.CNC

Record 4
Here is the molecule C23H28N4O3 from the OMol25 dataset. Energies are from the ωB97M-V functional and the def2-TZVPD basis.

Geometry (Å):
C 2.7168 -0.1313 2.5503
H 3.2202 0.1866 3.4602
H 3.4464 -0.1537 1.7435
H 2.3476 -1.1443 2.6874
C 1.6045 0.8557 2.1973
N 0.7362 1.1542 3.3283
C 0.2761 0.0811 4.1795
H 1.1124 -0.5876 4.3805
H 0.0051 0.5503 5.1342
C -0.9450 -0.7662 3.7534
H -1.1931 -1.3919 4.6126
H -1.8018 -0.1161 3.5697
C -0.7472 -1.6760 2.5355
N -1.2682 -1.0870 1.3229
C -2.1278 -1.7255 0.5219
O -2.5315 -2.8583 0.7041
C -2.5829 -0.8890 -0.6894
N -1.5540 -0.7452 -1.7122
C -0.6483 0.2471 -1.5295
O -0.6734 0.9360 -0.5140
C 0.3853 0.5201 -2.5563
C 1.5949 1.0618 -2.1286
C 2.5217 1.4977 -3.0583
C 2.1852 1.4075 -4.3994
N 1.0435 0.8965 -4.8235
C 0.1679 0.4596 -3.9396
O -0.9867 -0.0239 -4.4706
C -1.3057 -1.3199 -4.0911
C -1.3895 -2.2608 -5.1072
C -1.7380 -3.5680 -4.8259
C -1.9820 -3.9407 -3.5155
C -1.8957 -3.0099 -2.4976
C -1.5590 -1.6837 -2.7674
H -2.0968 -3.3158 -1.4834
H -2.2459 -4.9593 -3.2781
H -1.8142 -4.2887 -5.6250
H -1.1928 -1.9322 -6.1154
H 2.8522 1.7529 -5.1775
H 3.4673 1.9127 -2.7496
H 1.7793 1.1449 -1.0680
H -3.4536 -1.3703 -1.1366
H -2.8496 0.1154 -0.3468
H -0.9662 -0.1522 1.0640
H -1.2945 -2.6129 2.6681
H 0.3130 -1.9167 2.4054
C -0.3059 2.1006 2.9810
C 0.2999 3.4369 2.5649
C 1.2066 3.2081 1.3644
C 2.2558 2.1733 1.7479
H 2.8581 2.5569 2.5737
H 2.9225 1.9781 0.9046
H 1.6863 4.1394 1.0563
H 0.6098 2.8359 0.5290
H 0.8804 3.8435 3.3947
H -0.4981 4.1400 2.3210
H -0.9412 2.2398 3.8595
H -0.9368 1.7388 2.1503
H 1.0299 0.4554 1.3401

* E_HOMO: -8.25 eV
* 2S+1: 1
* LUMO energy: 0.15 eV
* energy above the lowest of the compared OMol25 structures with the same formula, charge and spin: 41.0 kcal per mole
* SMILES: C[C@@H]1CCCCN1CCCNC(=O)CN1C(=O)c2cccnc2Oc2ccccc21

Record 5
Here is a cluster of 4 separate species, C24H56BClIN3O3S in total from the OMol25 dataset. Energies are from the ωB97M-V functional and the def2-TZVPD basis.

Geometry (Å):
O -0.6611 -2.1499 -6.3608
C 0.1721 -2.5943 -5.6133
I -0.3229 -4.1381 -4.1768
C 1.5942 -2.1288 -5.6121
B 1.6786 -0.7034 -4.9155
C 0.9955 -0.3624 -3.5486
C 1.9169 -0.6365 -2.3388
C 1.0726 -0.5314 -1.0647
C 1.8985 -0.0475 0.1444
S 1.1025 1.3927 0.8328
O -0.2985 1.1920 0.9191
O 1.5564 2.5203 0.0959
Cl 1.7809 1.6003 2.7500
H 2.2524 -2.7921 -5.0573
H 1.9438 -2.0674 -6.6302
H 2.2761 0.1778 -5.4538
H 0.7394 0.6880 -3.4952
H 0.0848 -0.9215 -3.3642
H 2.7137 0.0900 -2.3135
H 2.3369 -1.6324 -2.4053
H 0.6226 -1.4750 -0.8060
H 0.3103 0.1994 -1.2749
H 2.9180 0.1779 -0.1139
H 1.9444 -0.7931 0.9255
C -1.9807 -0.9605 3.4879
C -2.4100 -1.2928 2.0688
N -2.5459 -2.7171 1.8382
C -2.6188 -3.0599 0.4333
C -3.8141 -2.5550 -0.3836
C -3.4557 -3.4165 2.7253
C -4.9068 -2.9252 2.8011
H -1.0809 -1.5128 3.7650
H -1.7596 0.1051 3.5669
H -2.7623 -1.1878 4.2145
H -1.6443 -0.9122 1.3902
H -3.3318 -0.7367 1.8367
H -2.5581 -4.1477 0.3330
H -1.7041 -2.6792 -0.0356
H -4.7293 -3.0946 -0.1432
H -3.6213 -2.7109 -1.4473
H -3.9895 -1.4890 -0.2377
H -3.0358 -3.3811 3.7351
H -3.4490 -4.4766 2.4606
H -4.9671 -1.8440 2.9332
H -5.4028 -3.3840 3.6593
H -5.4810 -3.1954 1.9162
C 5.5306 1.8080 -4.8769
C 6.1771 1.8688 -6.2525
N 5.2188 2.0984 -7.3145
C 5.7503 1.8439 -8.6412
C 6.9008 2.7258 -9.1412
C 4.3971 3.2871 -7.1732
C 5.1049 4.6402 -7.0294
H 4.7119 1.0866 -4.8662
H 6.2663 1.4966 -4.1342
H 5.1413 2.7771 -4.5625
H 6.6623 0.9074 -6.4407
H 6.9796 2.6231 -6.2360
H 4.9279 1.8929 -9.3596
H 6.0877 0.8024 -8.6637
H 6.5657 3.7313 -9.3913
H 7.3230 2.2942 -10.0509
H 7.7077 2.7999 -8.4119
H 3.7529 3.1501 -6.3000
H 3.7080 3.3311 -8.0194
H 5.8990 4.6110 -6.2822
H 4.3851 5.3949 -6.7065
H 5.5314 4.9852 -7.9698
C -5.1667 1.3592 9.7852
C -4.6833 0.1263 9.0357
N -4.5179 0.3569 7.6151
C -4.3727 -0.8614 6.8412
C -3.1438 -1.7410 7.1024
C -3.6313 1.4478 7.2524
C -2.1903 1.4113 7.7769
H -6.0665 1.7660 9.3227
H -5.4054 1.0950 10.8160
H -4.4094 2.1435 9.8172
H -5.4320 -0.6599 9.1622
H -3.7615 -0.2427 9.5133
H -4.4058 -0.6030 5.7791
H -5.2669 -1.4694 7.0137
H -2.2320 -1.2949 6.7072
H -3.2706 -2.7038 6.6013
H -3.0007 -1.9455 8.1637
H -4.0892 2.3814 7.5907
H -3.6133 1.5284 6.1630
H -2.1477 1.1993 8.8462
H -1.7217 2.3852 7.6214
H -1.5801 0.6748 7.2563

* E_HOMO: -8.04 eV
* 2S+1: 1
* LUMO energy: -0.04 eV
* SMILES: O=C(I)CBCCCCS(=O)(=O)Cl.CCN(CC)CC.CCN(CC)CC.CCN(CC)CC

Record 6
Here is the molecule CH2N2O2S from the OMol25 dataset. Energies are from the ωB97M-V functional and the def2-TZVPD basis.

Geometry (Å):
C -0.0279 0.1046 0.2884
N 0.4934 0.8278 1.2573
N 0.2597 1.3155 2.2498
O -2.6519 1.0145 0.1594
O -1.6417 0.6026 2.3767
S -2.0483 0.0611 1.0617
H -0.1093 0.6238 -0.6623
H 0.3924 -0.8906 0.1926

* E_HOMO (spin up / spin down): -9.62 / -9.62 eV
* 2S+1: 1
* LUMO energy (spin up / spin down): 0.02 / 0.03 eV
* energy above the lowest of the compared OMol25 structures with the same formula, charge and spin: 102.1 kcal per mole